Run A
Molecular formula: CH3NO2S
Method: DFT, ωB97M-V/def2-TZVPD

Results
- HOMO level: -9.78 eV
- Lowest unoccupied orbital energy: 0.09 eV
- HOMO-LUMO gap: 9.871 eV

Atoms and positions in Å:
C -0.980 0.867 -0.249
N 1.081 -0.130 0.573
O -1.715 1.687 0.264
O -0.549 -1.706 -0.584
S -0.494 -0.742 0.518
H -0.419 0.792 -1.312
H 1.564 0.091 -0.247
H 1.512 -0.859 1.036

Mulliken charges in e:
1 C 0.22
2 N -0.54
3 O -0.40
4 O -0.56
5 S 0.51
6 H 0.23
7 H 0.27
8 H 0.27

---

Run B
Molecular formula: CH3NO2S
Method: DFT, ωB97M-V/def2-TZVPD

Results
- HOMO level: -8.77 eV
- Lowest unoccupied orbital energy: 0.47 eV
- HOMO-LUMO gap: 9.241 eV

Atoms and positions in Å:
C -0.725 0.682 -0.173
N -1.500 0.097 0.600
O 2.464 0.685 -0.046
O 1.257 -1.384 -0.246
S 1.239 0.149 0.435
H -0.800 1.464 -0.971
H -2.446 0.305 0.334
H 0.511 -1.998 0.068

Mulliken charges in e:
1 C -0.01
2 N -0.49
3 O -0.48
4 O -0.51
5 S 0.53
6 H 0.35
7 H 0.25
8 H 0.36

---

Run C
Molecular formula: CH3NO2S
Method: DFT, ωB97M-V/def2-TZVPD

Results
- HOMO level (alpha / beta): -10.77 / -9.14 eV
- Lowest unoccupied orbital energy (alpha / beta): -2.18 / -0.42 eV
- HOMO-LUMO gap (alpha / beta): 8.586 / 8.716 eV

Atoms and positions in Å:
C -0.358 -0.151 0.582
N 0.714 0.507 0.095
O 0.473 1.453 -0.692
O 1.824 0.212 0.448
S -1.947 0.099 -0.146
H 0.389 -2.310 -0.872
H 0.017 -0.848 1.440
H -1.112 1.038 -0.855

Mulliken charges in e:
1 C -0.27
2 N 0.95
3 O -0.65
4 O -0.56
5 S -0.21
6 H 0.03
7 H 0.40
8 H 0.30

---

Run D
Molecular formula: CH3NO2S
Method: DFT, ωB97M-V/def2-TZVPD

Results
- HOMO level (alpha / beta): -9.32 / -9.32 eV
- Lowest unoccupied orbital energy (alpha / beta): -1.30 / -1.30 eV
- HOMO-LUMO gap (alpha / beta): 8.025 / 8.023 eV

Atoms and positions in Å:
C 0.079 0.079 0.002
N 2.576 -0.526 0.792
O 2.735 -1.688 0.483
O 2.511 1.924 0.171
S 2.345 0.637 -0.458
H -0.011 0.280 1.060
H 0.054 -0.963 -0.272
H -0.412 0.766 -0.653

Mulliken charges in e:
1 C -0.87
2 N 0.15
3 O -0.30
4 O -0.45
5 S 0.46
6 H 0.33
7 H 0.35
8 H 0.32

---

Least stable: run C

---

Run A
Molecular formula: CH3NO2S
Method: DFT, ωB97M-V/def2-TZVPD

Results
- HOMO level: -11.67 eV
- Lowest unoccupied orbital energy: -1.14 eV
- HOMO-LUMO gap: 10.538 eV

Atoms and positions in Å:
C 0.196 -0.315 -1.078
N 0.310 0.709 -0.466
O 0.065 -2.173 2.372
O -0.657 -0.045 3.289
S -0.977 -1.417 3.019
H -0.041 1.000 -3.038
H 0.463 0.573 -3.561
H 0.642 1.667 -0.537

Mulliken charges in e:
1 C -0.06
2 N -0.23
3 O -0.35
4 O -0.36
5 S 0.71
6 H -0.11
7 H 0.12
8 H 0.29

---

Run B
Molecular formula: CH3NO2S
Method: DFT, ωB97M-V/def2-TZVPD

Results
- HOMO level: -9.58 eV
- Lowest unoccupied orbital energy: 0.50 eV
- HOMO-LUMO gap: 10.076 eV
- SMILES string: NSOC=O

Atoms and positions in Å:
N 1.695 0.295 -0.006
S 0.755 -0.927 0.620
O -0.743 -0.250 0.932
C -1.591 -0.199 -0.194
O -2.686 0.307 -0.259
H 1.892 0.898 0.893
H 1.865 0.750 -0.926
H -1.187 -0.873 -1.060

Mulliken charges in e:
1 N -0.45
2 S 0.08
3 O -0.27
4 C 0.26
5 O -0.41
6 H 0.28
7 H 0.26
8 H 0.25

---

Run C
Molecular formula: CH3NO2S
Method: DFT, ωB97M-V/def2-TZVPD

Results
- HOMO level (alpha / beta): -10.46 / -10.41 eV
- Lowest unoccupied orbital energy (alpha / beta): -0.67 / -2.72 eV
- HOMO-LUMO gap (alpha / beta): 9.788 / 7.690 eV

Atoms and positions in Å:
C -0.940 0.305 -0.034
N 0.454 0.635 -0.097
O 0.679 -2.059 -0.395
O 0.793 -0.995 1.811
S 0.473 -0.869 0.416
H -1.442 0.926 0.596
H -1.537 0.070 -0.894
H 1.520 1.986 -1.404

Mulliken charges in e:
1 C -0.27
2 N -0.23
3 O -0.48
4 O -0.45
5 S 0.78
6 H 0.27
7 H 0.28
8 H 0.11

---

Run D
Molecular formula: CH3NO2S
Method: DFT, ωB97M-V/def2-TZVPD

Results
- HOMO level: -9.77 eV
- Lowest unoccupied orbital energy: 0.44 eV
- HOMO-LUMO gap: 10.216 eV
- SMILES string: O=[N+]([O-])CS

Atoms and positions in Å:
O 1.135 1.190 0.428
N 1.120 0.118 -0.119
O 1.949 -0.606 -0.488
C -0.444 -0.469 -0.205
S -1.581 0.908 -0.403
H -0.321 -1.210 -1.022
H -0.349 -0.965 0.838
H -1.510 1.034 0.972

Mulliken charges in e:
1 O -0.51
2 N 0.89
3 O -0.54
4 C -0.52
5 S -0.13
6 H 0.34
7 H 0.30
8 H 0.17

---

Least stable: run C

---

Run A
Molecular formula: C7H13NO2
Method: DFT, ωB97M-V/def2-TZVPD

Results
- HOMO level: -7.15 eV
- Lowest unoccupied orbital energy: 0.06 eV
- HOMO-LUMO gap: 7.207 eV

Atoms and positions in Å:
C -0.482 -0.062 1.244
C 0.624 1.004 -0.291
C 1.593 -1.351 0.625
C 0.542 -1.137 1.666
C 0.357 2.169 -1.214
C -2.180 0.461 -0.624
C -0.999 -0.376 -0.180
N 1.409 -2.213 -0.333
O 0.147 1.184 1.059
O -0.975 -1.567 -0.648
H -1.264 0.020 2.013
H 1.712 0.875 -0.265
H 2.573 -0.904 0.753
H 0.327 -2.227 -0.626
H 2.142 -2.338 -1.018
H 1.007 -0.819 2.600
H 0.004 -2.074 1.829
H -0.697 2.364 -1.397
H 0.835 1.975 -2.177
H 0.792 3.093 -0.811
H -2.197 0.542 -1.710
H -3.083 -0.072 -0.316
H -2.185 1.453 -0.180

Here are the Mulliken charges for atoms 1 to 8, given in e:
1 C -0.06
2 C 0.08
3 C -0.36
4 C -0.86
5 C -1.43
6 C -1.76
7 C 1.38
8 N -0.27

---

Run B
Molecular formula: C7H13NO2
Method: DFT, ωB97M-V/def2-TZVPD

Results
- HOMO level: -9.34 eV
- Lowest unoccupied orbital energy: 0.76 eV
- HOMO-LUMO gap: 10.108 eV
- SMILES string: CC1=NO[C@@](C)(O)C1(C)C

Atoms and positions in Å:
C -2.392 0.379 1.418
C -1.623 -0.029 0.249
N -2.257 -0.349 -0.791
O -1.317 -0.801 -1.745
C 0.020 -0.155 -1.500
C 1.054 -1.171 -1.934
O 0.089 1.013 -2.240
C -0.119 0.092 0.041
C 0.450 1.412 0.369
C 0.665 -1.022 0.764
H -2.683 1.462 1.229
H -1.732 0.673 2.251
H -3.322 -0.117 1.599
H 1.120 -1.087 -3.074
H 0.873 -2.082 -1.570
H 2.099 -0.851 -1.573
H -0.588 0.842 -2.942
H 1.522 1.655 0.069
H 0.498 1.728 1.459
H -0.076 2.281 -0.123
H 1.720 -0.858 0.532
H 0.368 -2.076 0.301
H 0.597 -0.789 1.784

Here are the Mulliken charges for atoms 1 to 8, given in e:
1 C -1.42
2 C 0.37
3 N -0.58
4 O -0.32
5 C 0.73
6 C -1.62
7 O -0.54
8 C 1.97

---

Least stable: run A

---

Run A
Molecular formula: C8H14O
Method: DFT, ωB97M-V/def2-TZVPD

Results
- HOMO level: -8.24 eV
- Lowest unoccupied orbital energy: 0.96 eV
- HOMO-LUMO gap: 9.202 eV
- SMILES string: CC1(C)C=COC1(C)C

Atoms and positions in Å:
C -0.231 -0.741 -1.808
C -0.642 -0.307 -0.365
C -0.959 -1.670 0.333
C -1.802 0.624 -0.190
C -1.408 1.749 0.406
O -0.083 1.964 0.535
C 0.640 0.730 0.346
C 0.995 0.098 1.650
C 1.944 0.834 -0.460
H 0.299 -1.658 -1.642
H 0.142 0.191 -2.214
H -1.185 -1.148 -2.304
H -0.060 -2.209 0.110
H -1.820 -2.111 -0.268
H -1.273 -1.502 1.390
H -2.743 0.449 -0.505
H -2.020 2.437 0.812
H 0.142 -0.368 2.135
H 1.372 0.750 2.396
H 1.896 -0.573 1.443
H 2.742 0.837 0.280
H 2.045 1.668 -1.120
H 2.009 -0.046 -0.958

Here are the Mulliken charges for atoms 1 to 8, given in e:
1 C -1.71
2 C 1.17
3 C -1.67
4 C -0.90
5 C -0.64
6 O -0.47
7 C 1.74
8 C -1.81

---

Run B
Molecular formula: C8H14O
Method: DFT, ωB97M-V/def2-TZVPD

Results
- HOMO level: -9.30 eV
- Lowest unoccupied orbital energy: 0.64 eV
- HOMO-LUMO gap: 9.943 eV
- SMILES string: C=CC(=C)C(=C)CC.O

Atoms and positions in Å:
C -1.767 1.494 -0.251
C -0.498 1.327 -0.697
C 0.286 0.050 -0.683
C 1.198 -0.205 -1.609
C 0.014 -0.825 0.476
C -0.894 -1.787 0.378
C 0.414 -0.193 1.804
C 1.782 -0.155 2.399
H -2.244 0.667 0.113
H -2.361 2.426 -0.461
H 0.052 2.131 -1.135
H 1.401 0.146 -2.471
H 1.452 -1.381 -1.637
H -0.958 -2.453 1.207
H -1.422 -2.129 -0.546
H -0.152 -0.621 2.569
H -0.158 0.785 1.890
H 2.078 -1.036 3.011
H 2.646 -0.161 1.859
H 1.953 0.744 2.995
O -1.157 0.515 -3.328
H -1.456 0.340 -2.394
H -0.208 0.320 -3.488

Here are the Mulliken charges for atoms 1 to 8, given in e:
1 C -0.65
2 C -0.43
3 C 0.67
4 C -1.40
5 C 0.20
6 C -1.06
7 C -0.72
8 C -1.39

---

Run C
Molecular formula: C8H14O
Method: DFT, ωB97M-V/def2-TZVPD

Results
- HOMO level: -8.38 eV
- Lowest unoccupied orbital energy: 0.96 eV
- HOMO-LUMO gap: 9.338 eV

Atoms and positions in Å:
C 0.382 2.525 0.491
C -0.119 1.153 0.052
C -2.499 1.241 -1.624
C -1.707 -1.561 0.125
C 0.680 -1.630 -0.698
C -0.178 0.144 2.376
C -0.285 -1.331 0.476
C -0.112 0.101 0.902
O -3.207 1.329 -2.500
H 0.490 3.019 -0.467
H 1.377 2.591 0.960
H -0.356 1.118 -0.994
H -0.377 3.071 0.982
H -2.102 -1.242 -0.887
H -2.349 -1.043 0.841
H -1.864 -2.626 0.215
H 0.705 -0.757 -1.398
H 1.671 -1.767 -0.465
H 0.338 -2.393 -1.388
H -0.495 1.065 2.680
H 0.820 0.067 2.792
H -0.802 -0.771 2.614
H 0.028 -2.113 1.145

Here are the Mulliken charges for atoms 1 to 8, given in e:
1 C -1.77
2 C -0.20
3 C 0.25
4 C -1.34
5 C -1.61
6 C -1.59
7 C 0.43
8 C 0.71

---

Run D
Molecular formula: C8H14O
Method: DFT, ωB97M-V/def2-TZVPD

Results
- HOMO level: -7.39 eV
- Lowest unoccupied orbital energy: 0.88 eV
- HOMO-LUMO gap: 8.272 eV

Atoms and positions in Å:
C 0.059 -1.160 -0.290
C 0.117 0.833 1.569
C 0.268 -0.965 -1.779
C -1.366 -1.569 0.029
C -0.572 1.441 0.382
C 1.188 0.264 0.681
C -1.745 1.997 0.122
C 2.498 0.073 0.835
O 0.648 1.718 -0.395
H 0.860 1.171 -1.174
H 0.726 -1.953 0.061
H 0.503 1.596 2.264
H -0.464 0.093 2.117
H 1.309 -0.707 -2.015
H -1.526 -1.661 1.109
H -0.392 -0.178 -2.182
H 0.032 -1.857 -2.378
H -2.097 -0.846 -0.350
H -1.638 -2.537 -0.418
H -1.933 2.492 -0.823
H -2.564 1.864 0.816
H 2.946 0.055 1.820
H 3.142 -0.164 -0.002

Here are the Mulliken charges for atoms 1 to 8, given in e:
1 C 0.70
2 C -0.39
3 C -1.50
4 C -1.42
5 C 0.54
6 C 0.26
7 C -0.98
8 C -1.05

---

Least stable: run D

---

Run A
Molecular formula: C5H10N2O2
Method: DFT, ωB97M-V/def2-TZVPD

Results
- HOMO level (alpha / beta): -7.87 / -7.87 eV
- Lowest unoccupied orbital energy (alpha / beta): -1.16 / -1.16 eV
- HOMO-LUMO gap (alpha / beta): 6.716 / 6.714 eV

Atoms and positions in Å:
C 0.918 0.178 -1.863
C 0.707 -0.248 -0.419
N 1.932 -0.700 0.187
C -0.490 -1.072 -0.176
H 1.825 -0.747 1.198
H 2.670 -0.022 0.017
H 1.317 -0.653 -2.451
H -0.020 0.500 -2.322
H 1.620 1.016 -1.922
H -1.032 -1.417 -1.053
H -0.396 -1.791 0.634
C -1.739 0.049 0.494
C 0.022 1.005 0.483
O -2.045 -0.343 1.762
N 0.560 1.244 1.631
O -2.580 0.516 -0.247
H -2.990 -0.143 1.884
H 0.032 0.908 2.434
H -0.310 1.720 -0.270

Here are the Mulliken charges for atoms 1 to 8, given in e:
1 C -1.83
2 C 1.52
3 N -0.72
4 C -1.27
5 H 0.33
6 H 0.24
7 H 0.43
8 H 0.43

---

Run B
Molecular formula: C5H10N2O2
Method: DFT, ωB97M-V/def2-TZVPD

Results
- HOMO level: -8.52 eV
- Lowest unoccupied orbital energy: -0.71 eV
- HOMO-LUMO gap: 7.819 eV
- SMILES string: CC/C=[N+](/[O-])CCN=O

Atoms and positions in Å:
C -1.556 1.933 -0.288
C -0.837 0.884 0.555
C -1.274 -0.491 0.209
N -0.519 -1.542 0.148
O -0.951 -2.688 -0.137
C 0.928 -1.467 0.391
C 1.674 -0.717 -0.732
N 1.943 0.674 -0.371
O 2.783 0.833 0.497
H -1.271 2.931 0.037
H -2.636 1.834 -0.203
H -1.279 1.825 -1.334
H -1.032 1.071 1.617
H 0.242 1.001 0.388
H -2.322 -0.657 -0.004
H 1.265 -2.505 0.429
H 1.133 -0.988 1.353
H 2.627 -1.226 -0.909
H 1.082 -0.705 -1.647

Here are the Mulliken charges for atoms 1 to 8, given in e:
1 C -1.36
2 C 0.16
3 C -0.46
4 N 0.60
5 O -0.70
6 C -0.90
7 C -0.24
8 N -0.10

---

Run C
Molecular formula: C5H10N2O2
Method: DFT, ωB97M-V/def2-TZVPD

Results
- HOMO level: -7.80 eV
- Lowest unoccupied orbital energy: 0.71 eV
- HOMO-LUMO gap: 8.507 eV
- SMILES string: CO[C@]1(O)C[C@@H](C)N=N1

Atoms and positions in Å:
C 3.021 -0.520 -0.102
O 1.964 0.182 0.535
C 0.858 0.086 -0.188
O 1.049 0.486 -1.473
C -0.396 0.735 0.470
C -1.576 -0.258 0.444
C -2.575 0.282 -0.621
N -0.899 -1.522 0.137
N 0.214 -1.611 -0.255
H 3.986 -0.519 0.419
H 3.324 0.067 -0.898
H 2.682 -1.512 -0.310
H 0.613 1.315 -1.678
H -0.545 1.565 -0.066
H 0.016 1.040 1.496
H -2.050 -0.422 1.317
H -2.635 1.377 -0.600
H -3.641 -0.112 -0.517
H -2.321 -0.038 -1.672

Here are the Mulliken charges for atoms 1 to 8, given in e:
1 C -0.90
2 O -0.40
3 C 1.17
4 O -0.57
5 C -1.39
6 C 0.35
7 C -1.23
8 N -0.34

---

Least stable: run B

---

Run A
Molecular formula: C5H10N2O2
Method: DFT, ωB97M-V/def2-TZVPD

Results
- HOMO level: -8.69 eV
- Lowest unoccupied orbital energy: 0.50 eV
- HOMO-LUMO gap: 9.184 eV

Atoms and positions in Å:
C -2.329 0.283 -2.009
C -0.866 -0.308 -0.170
C 0.598 -0.572 0.208
C 0.876 -0.978 1.735
C 1.234 0.394 1.149
H -2.059 0.656 -2.960
H -3.015 -0.740 -1.933
H -2.999 1.146 -1.623
H 2.251 -0.029 -1.235
H 0.783 -1.617 -1.620
H 1.798 -1.586 1.556
H 0.146 -1.165 2.433
H 2.271 0.300 0.680
H 1.244 2.358 1.054
H 0.758 1.683 2.681
N 1.514 -1.016 -0.663
N 0.596 1.637 1.559
O -1.028 0.183 -1.362
O -1.772 -0.630 0.518

Here are the Mulliken charges for atoms 1 to 8, given in e:
1 C -0.65
2 C 0.14
3 C 1.15
4 C -1.12
5 C -0.36
6 H 0.28
7 H 0.25
8 H 0.26

---

Run B
Molecular formula: C5H10N2O2
Method: DFT, ωB97M-V/def2-TZVPD

Results
- HOMO level: -8.45 eV
- Lowest unoccupied orbital energy: -0.49 eV
- HOMO-LUMO gap: 7.959 eV

Atoms and positions in Å:
C 1.896 1.537 -0.312
C 0.233 -0.224 1.637
N 0.797 0.702 -0.783
C 0.221 -0.575 0.157
O 1.174 0.156 -2.023
O 0.621 -1.686 -0.232
H 1.144 -0.813 -1.837
H 2.100 2.289 -1.074
H 1.596 2.034 0.610
H 2.803 0.947 -0.146
H -0.320 -0.990 2.179
H 1.268 -0.237 1.984
H -0.204 0.751 1.846
C -2.500 -1.015 -0.210
C -1.351 -0.094 -0.402
N -1.163 0.985 -0.940
H -3.372 -0.690 -0.777
H -2.752 -1.062 0.851
H -2.191 -2.014 -0.528

Here are the Mulliken charges for atoms 1 to 8, given in e:
1 C -0.87
2 C -1.56
3 N 0.05
4 C 1.02
5 O -0.41
6 O -0.78
7 H 0.39
8 H 0.30

---

Least stable: run A